(1)
C5H5N2O2 | ωB97M-V with the def2-TZVPD basis set

**E**: -12336.3377 eV
**Molecular weight**: 125.1 g mol⁻¹
**Charge**: -1
**Kohn-Sham gap (alpha / beta)**: 5.318 / 5.317 eV
**ΔE to the lowest compared entry with this formula, charge and spin**: 87.75 kcal per mole
**E_LUMO (alpha / beta)**: 3.5 / 3.5 eV

Structure (XYZ):
```
14
C5H5N2O2 ωB97M-V with the def2-TZVPD basis set
O 0.0934 -2.6347 2.4900
H -1.6936 -1.9035 0.0569
H 1.7658 0.1669 -2.4966
H 0.3129 1.8552 0.9584
C 0.4349 0.8231 0.7866
H -0.6526 1.4037 -1.8294
C 1.2424 1.0398 -0.7443
C -0.8501 0.0833 0.5806
C -1.1408 -1.3580 0.8159
N 0.4472 1.4136 -1.8395
O -1.7567 0.7360 -0.0279
C -0.5126 -2.0790 1.6413
H 1.2668 0.3737 1.4940
N 1.0429 0.0798 -1.8859
```



(2)
C6H15IrN4O | ωB97M-V with the def2-TZVPD basis set

**E**: -17300.2785 eV
**Molecular weight**: 351.4 g mol⁻¹
**Charge**: +1
**2S+1**: 6
**Kohn-Sham gap (alpha / beta)**: 5.459 / 5.757 eV
**E_LUMO (alpha / beta)**: -3.1 / -6.5 eV

Structure (XYZ):
```
27
C6H15IrN4O ωB97M-V with the def2-TZVPD basis set
C 0.6479 -1.4285 -0.4629
N -2.3565 0.4720 0.4336
H -2.6923 0.4301 1.3916
N 0.3523 -1.4711 -1.7633
C 0.5644 -0.1743 1.4916
H -2.5444 3.0858 -3.0012
O 0.1360 0.9154 1.9688
H -0.2075 -0.7537 -2.2195
H 0.2262 2.2346 -1.0597
H -1.3987 1.7645 -3.2138
N 1.4555 -0.9716 2.1155
Ir -0.5843 1.4573 0.0698
H 2.4599 -1.3000 3.9307
H -3.0971 0.9223 -0.1224
H 2.4890 0.4090 3.3355
N 0.0804 -0.4353 0.2584
H -0.8444 3.4380 -3.5319
C 1.8771 -0.5077 3.4451
H 1.8126 -3.2190 -0.3694
H 0.7002 -2.2133 -2.3469
C 1.4759 -2.3556 0.1929
H -2.2748 -0.4922 0.0856
H 2.5058 -2.7618 2.0701
H -1.9399 2.6076 -4.6079
H 0.9707 -0.2731 4.0298
C -1.6856 2.7380 -3.5915
C 1.8717 -2.1175 1.4713
```



(3)
C43H34ClN5O2PSr | ωB97M-V with the def2-TZVPD basis set

**E**: -79340.2639 eV
**Molecular weight**: 806.8 g mol⁻¹
**Charge**: -1
**Kohn-Sham gap**: 5.893 eV
**ΔE to the lowest compared entry with this formula, charge and spin**: 36.12 kcal per mole
**E_LUMO**: 2.2 eV

Structure (XYZ):
```
87
C43H34ClN5O2PSr ωB97M-V with the def2-TZVPD basis set
H -5.1081 -0.9979 0.4574
H -0.8624 -8.3399 1.6554
H -6.1721 -1.4225 2.6358
H 2.6320 -5.2929 0.3606
N -1.0466 0.2337 -2.2545
C 3.1827 -2.1309 -0.7241
N -2.6018 -0.1907 0.0236
C 2.0390 0.6317 4.0989
C -0.2043 -0.1136 3.3233
H -2.3841 4.3091 -0.1524
C -2.2840 4.5282 -3.5161
N 1.5434 0.7732 1.7712
C -3.0375 -0.6710 3.6627
H 0.8619 3.5159 -2.8452
C -0.3175 -4.9997 1.6465
C -5.1250 -1.1457 2.5898
C 0.1176 -3.3322 -1.9512
H 4.0011 1.2430 4.7147
H -1.9366 -3.4667 -1.3285
C -0.1691 3.8017 -2.6617
H -2.9216 0.8699 -5.5651
H 1.5720 -0.8726 -0.7970
C 2.7646 1.2748 1.5848
H -0.4393 1.1309 -5.4308
H -4.8251 -1.1958 4.7167
H -0.1288 3.8491 0.7197
H 5.0892 -5.3653 0.2483
C 0.4912 -3.5448 -4.3194
C -4.5311 -0.9076 1.3627
H 3.0732 -0.1140 -0.8650
C -2.7886 4.5994 -2.2247
C -1.7403 -3.6882 -3.4475
C -0.8679 -3.7216 -4.5275
C 4.5782 -2.1833 -0.7789
H 0.6805 0.7186 -3.2558
C 0.1465 3.3625 -0.2198
O -4.0742 -1.2795 -1.4293
C 3.6848 1.4642 2.5951
Sr -0.5605 0.7848 0.2020
N 2.5433 -0.9458 -1.0614
H -0.0045 -8.0774 -0.6481
Cl -3.3094 4.9359 -4.8760
C -0.3942 0.6052 -3.3571
C -0.0903 -7.2110 -0.0038
H -1.0717 -6.3621 3.1201
C 0.9857 -3.3461 -3.0377
H 1.1755 -3.5584 -5.1596
C -3.0738 0.2491 -3.5149
C -2.3945 0.6692 -4.6409
C 3.3097 1.1239 3.8900
C 0.1748 -4.8416 0.3545
C -1.9830 4.2505 -1.1587
H 0.6394 -5.8530 -1.4866
C 0.2751 -5.9605 -0.4724
H 5.1206 -1.2866 -1.0586
C -1.2501 -3.4962 -2.1682
C -1.0173 0.8282 -4.5682
H 2.0487 -3.2112 -2.8882
H 6.3391 -3.3620 -0.5248
C 5.2583 -3.3435 -0.4608
C 1.1712 0.4619 3.0158
H 3.0118 1.5539 0.5648
C -2.4062 -0.4158 2.4368
C -0.6526 3.7984 -1.3335
C -0.9700 4.1479 -3.7339
C 2.4644 -3.2885 -0.3581
H 1.2213 3.4607 -0.3969
P 0.6375 -3.1465 -0.1980
H 4.6642 1.8653 2.3731
H -0.4189 -4.1291 2.2843
C 3.1769 -4.4243 0.0166
C -2.3651 0.0326 -2.3358
C 4.5613 -4.4659 -0.0406
C -0.6871 -6.2538 2.1139
O -0.3324 -0.6046 4.4552
C -0.5704 -7.3628 1.2916
H -3.8043 4.9361 -2.0605
H 1.6709 0.3559 5.0756
H -2.4592 -0.5765 4.5659
C -3.1866 -0.5301 1.2496
C -4.3751 -1.0203 3.7463
N -1.0705 -0.0016 2.3217
H -1.2443 -3.8865 -5.5295
H -4.1400 0.0777 -3.5227
C -3.1139 -0.5436 -1.1496
H -2.8066 -3.7964 -3.5990
H -0.5784 4.1298 -4.7437
```



(4)
C4H7N3 | ωB97M-V with the def2-TZVPD basis set

**E**: -8722.3207 eV
**Molecular weight**: 97.1 g mol⁻¹
**Kohn-Sham gap**: 9.243 eV
**ΔE to the lowest compared entry with this formula, charge and spin**: 215.82 kcal per mole
**E_LUMO**: 0.1 eV

Structure (XYZ):
```
14
C4H7N3 ωB97M-V with the def2-TZVPD basis set
N -1.6110 0.5647 -0.0788
C 1.3867 2.5771 -1.0340
C -2.0430 -0.6707 0.5362
C 0.6011 1.7345 -0.6761
H -2.1044 -1.6870 0.0943
H -1.4175 -0.2964 1.7731
C -0.3270 0.6133 -0.3046
H -3.1811 -0.5371 0.7082
H 2.3883 3.3074 -0.8413
N 0.3364 -0.6550 -0.4450
N 1.7563 -0.7614 -0.5251
H 2.0236 -1.0225 0.5917
H 0.1927 -1.1519 0.7550
H 1.9991 -2.0151 -0.5537
```